One molecule with the formula C19H24N2O5S, computed with ωB97M-V/def2-TZVPD.

Computed properties:
E_tot   -1622.39642 hartree
Energy relative to the best compared isomer or geometry (same formula, charge and spin)   8.4 kJ/mol
Structure (SMILES)   CCOC(=O)c1ccc(NC(=O)CN2C(=O)[C@@H](CC)S[C@H](CC)C2=O)cc1
LUMO energy   0.38 eV
Highest occupied orbital energy   -8.75 eV
Frontier orbital gap   9.129 eV

Atoms and positions in Å:
H -0.2376 0.1099 1.7236
C -2.1906 -1.3421 1.6997
H -0.5851 -4.7736 -0.7460
H 0.4907 7.4736 -3.1740
N -0.7704 0.4213 0.9108
H -1.1546 -4.9217 2.5101
H -1.2698 -5.0830 4.9922
C -0.3048 -3.8647 -0.2080
C 1.8947 5.9615 -3.7969
O 0.3247 -1.3522 2.8286
H 1.5438 -3.5511 3.0172
H 1.9785 7.4171 -2.2163
C 1.5679 7.3314 -3.2193
H -1.6871 1.6135 -1.3297
C -0.2641 -4.7445 3.1184
H -2.1250 -0.9541 2.7186
H 0.2068 -4.1262 5.1345
H -1.9228 -2.0184 -1.6800
C -0.1638 1.4329 0.1657
H 1.5128 1.4739 1.5033
H -1.3745 -3.3435 -2.7055
C -0.0687 2.9676 -1.6774
C 1.0748 1.8991 0.6114
C -0.0535 -2.3689 2.2844
H 2.0035 8.1046 -3.8457
H 0.2947 -5.6809 3.1685
O 1.2722 4.9181 -3.0499
H 0.3480 -1.8541 -0.6569
O 2.9683 4.9485 -1.5759
H -0.5071 3.3881 -2.5683
H 2.6872 3.2638 0.2514
C -1.9449 -0.2134 0.6807
H 2.9781 5.8007 -3.7965
H -0.7113 -1.7214 -2.9214
N -1.2019 -2.4004 1.5330
C 1.1652 3.4367 -1.2341
C 1.9065 4.5044 -1.9433
C 1.7304 2.8918 -0.0815
C 0.0666 -2.7556 -1.2081
H -3.1772 -1.7726 1.5165
C -1.0589 -2.4421 -2.1857
O -2.6152 -3.7586 0.3753
H -1.2607 -3.3933 4.4882
C -1.4898 -3.4046 0.6001
H 1.5024 5.8574 -4.8109
S 1.1746 -4.2640 0.7949
C -0.7318 1.9737 -0.9864
C 0.6262 -3.6997 2.4430
O -2.7227 0.0171 -0.2153
H 0.9477 -3.0939 -1.7574
C -0.6721 -4.3077 4.5203

Atomic partial charges in e from the natural (NBO) method, atoms 1 to 6: H 0.434; C -0.316; H 0.251; H 0.210; N -0.649; H 0.210